(1)
DFT (ωB97M-V with the def2-TZVPD basis set) results for a single C5H9N molecule at a distorted geometry.

Structure (XYZ):
```
15
Properties=species:S:1:pos:R:3
C -0.50 -0.17 1.32
C -0.24 -1.00 -0.98
C -0.11 0.50 -0.86
C 0.82 1.62 -0.48
C 0.55 0.53 0.51
H -1.40 0.40 1.50
H -0.14 -0.56 2.29
H -0.45 -2.20 0.76
H -0.97 -1.35 -1.74
H 0.71 -1.50 -1.19
H -1.11 0.89 -0.75
H 0.33 2.60 -0.48
H 1.87 1.69 -0.77
H 1.45 -0.12 0.49
N -0.81 -1.31 0.40
```

Calculated values
SMILES: C1NC[C@@H]2C[C@@H]12
E_tot: -6817.67731 eV
Energy relative to the best compared isomer or geometry (same formula, charge and spin): 76.5 kcal per mole
LUMO energy: 1.174 eV
Maximum force: 1.07 eV/A

In the Mulliken picture, each atom carries the following charge in e:
1. C -0.69
2. C -0.66
3. C 0.04
4. C -0.41
5. C 0.15
6. H 0.23
7. H 0.29
8. H 0.25
9. H 0.30
10. H 0.27
11. H 0.10
12. H 0.23
13. H 0.24
14. H 0.08
15. N -0.44

(2)
DFT (ωB97M-V with the def2-TZVPD basis set) results for 2 unconnected molecules or ions with the total composition C4H13N2O2 at a distorted geometry.

Structure (XYZ):
```
21
Properties=species:S:1:pos:R:3
O -0.62 -1.08 1.47
C -0.82 0.08 1.04
N -1.99 0.70 1.40
C -2.44 1.93 0.77
C 0.21 0.64 0.06
N 1.33 -0.36 -0.02
C 2.40 0.12 -0.92
H -2.62 0.25 2.09
H -3.40 1.65 0.39
H -2.56 2.72 1.53
H -2.08 2.31 -0.28
H -0.42 0.85 -0.95
H 0.73 1.62 0.37
H 0.90 -1.30 -0.41
H 1.66 -0.58 0.95
H 3.32 -0.51 -0.82
H 2.75 1.13 -0.75
H 2.02 0.08 -2.08
H -0.23 -3.49 -1.33
H 1.26 -3.75 -1.13
O 0.61 -3.02 -1.37
```

Calculated values
E_tot: -11426.80697 eV
Energy relative to the best compared isomer or geometry (same formula, charge and spin): 61.5 kcal per mole
LUMO energy: -2.929 eV
Charge: +1
Maximum force: 4.00 eV/A

In the Mulliken picture, each atom carries the following charge in e:
1. O -0.66
2. C 0.57
3. N -0.15
4. C -0.87
5. C -0.72
6. N -0.09
7. C -0.83
8. H 0.30
9. H 0.37
10. H 0.31
11. H 0.26
12. H 0.35
13. H 0.40
14. H 0.37
15. H 0.41
16. H 0.35
17. H 0.37
18. H 0.31
19. H 0.33
20. H 0.34
21. O -0.70

(3)
DFT (ωB97M-V with the def2-TZVPD basis set) results for a molecular structure, C18H25N4OS5Ti at a distorted geometry.

Structure (XYZ):
```
54
Properties=species:S:1:pos:R:3
Ti -0.55 -0.38 0.56
C 3.40 -0.77 -1.09
C 2.39 -1.51 -1.95
S 1.18 -2.13 -0.76
C 0.32 -3.43 -1.65
C -0.70 -4.08 -0.63
S -1.78 -2.92 0.27
C -1.37 -3.24 2.04
C 0.07 -3.12 2.47
S 0.66 -1.40 2.50
C 2.43 -1.36 2.19
C 2.89 -0.03 1.59
S 2.49 0.48 -0.10
H 4.14 -0.25 -1.72
H 3.96 -1.43 -0.43
H 2.91 -2.39 -2.36
H 1.91 -0.89 -2.64
H 1.06 -4.22 -1.87
H -0.09 -3.02 -2.56
H -0.24 -4.55 0.21
H -1.27 -4.82 -1.20
H -1.70 -4.26 2.33
H -2.00 -2.52 2.55
H 0.67 -3.73 1.82
H 0.20 -3.57 3.44
H 2.61 -2.17 1.50
H 2.92 -1.38 3.16
H 3.95 -0.07 1.71
H 2.61 0.78 2.18
C -1.25 4.21 2.79
N -1.33 4.00 1.39
C -1.94 4.77 0.44
C -1.75 4.22 -0.76
N -1.04 3.02 -0.55
C -0.72 2.95 0.77
S 0.14 1.76 1.63
C -0.78 2.10 -1.58
C -0.55 2.59 -2.86
C -0.56 1.80 -4.00
C -0.91 0.49 -3.76
C -1.11 0.04 -2.44
N -0.99 0.80 -1.36
H -2.03 4.93 3.07
H -0.22 4.67 3.02
H -1.43 3.27 3.39
H -2.52 5.64 0.71
H -2.25 4.40 -1.70
H -0.25 3.64 -2.93
H -0.46 2.22 -4.98
H -1.03 -0.26 -4.52
H -1.25 -0.99 -2.26
O -3.50 1.66 2.04
C -2.98 0.70 1.62
N -2.34 -0.26 1.27
```

Calculated values
2S+1: 2
E_tot: -104360.01546 eV
Energy relative to the best compared isomer or geometry (same formula, charge and spin): 4.3 kcal per mole
LUMO energy (spin up / spin down): -6.403 / -6.192 eV
Charge: +2
Maximum force: 3.00 eV/A

In the Mulliken picture, each atom carries the following charge in e:
1. Ti 0.12
2. C -0.90
3. C -0.76
4. S 0.21
5. C -1.01
6. C -0.76
7. S 0.05
8. C -0.75
9. C -0.69
10. S 0.05
11. C -0.54
12. C -1.26
13. S 0.19
14. H 0.49
15. H 0.40
16. H 0.48
17. H 0.38
18. H 0.50
19. H 0.47
20. H 0.31
21. H 0.48
22. H 0.51
23. H 0.42
24. H 0.32
25. H 0.57
26. H 0.39
27. H 0.57
28. H 0.58
29. H 0.68
30. C -0.81
31. N 0.35
32. C -0.46
33. C -0.47
34. N 0.54
35. C -0.04
36. S -0.47
37. C 0.13
38. C -0.69
39. C -0.71
40. C -0.88
41. C -0.56
42. N 0.43
43. H 0.34
44. H 0.33
45. H 0.31
46. H 0.48
47. H 0.48
48. H 0.52
49. H 0.54
50. H 0.46
51. H 0.74
52. O -0.48
53. C 0.80
54. N -0.39

(4)
DFT (ωB97M-V with the def2-TZVPD basis set) results for a molecular structure, C25H14F15GeNO3SSbSe5Tc at a distorted geometry.

Structure (XYZ):
```
67
Properties=species:S:1:pos:R:3
Tc 0.02 2.00 1.53
C 3.16 2.57 1.46
O 2.06 2.18 0.64
C 2.01 2.97 -0.55
C 0.74 2.59 -1.31
O -0.37 2.62 -0.43
C -1.23 3.74 -0.44
C -0.71 4.84 0.48
O -0.33 4.23 1.71
C 0.28 5.15 2.60
H 4.08 2.50 0.88
H 3.04 3.59 1.85
H 3.21 1.87 2.30
H 2.01 4.03 -0.28
H 2.90 2.77 -1.16
H 0.59 3.24 -2.17
H 0.83 1.55 -1.66
H -1.38 4.13 -1.45
H -2.20 3.38 -0.07
H 0.15 5.37 0.05
H -1.50 5.58 0.67
H -0.43 5.92 2.89
H 0.61 4.61 3.49
H 1.16 5.63 2.14
Se 3.38 3.62 5.03
Sb 3.71 2.46 7.07
Se 1.72 0.04 4.55
Se 0.28 1.72 3.85
Se 2.05 0.32 6.77
F 0.98 -4.26 0.59
C 1.56 -3.83 -0.53
C 1.01 -2.71 -1.13
C 1.67 -2.14 -2.20
F 1.18 -0.96 -2.66
C 2.84 -2.67 -2.71
F 3.50 -2.04 -3.68
C 3.35 -3.84 -2.14
F 4.46 -4.37 -2.61
C 2.71 -4.42 -1.03
F 3.24 -5.47 -0.44
Ge -0.66 -1.84 -0.51
S 0.19 -0.38 1.13
C -1.63 -1.20 -2.13
C -1.80 -2.20 -3.07
F -1.34 -3.41 -2.74
C -2.43 -1.97 -4.28
F -2.59 -2.95 -5.16
C -2.90 -0.68 -4.57
F -3.48 -0.42 -5.72
C -2.74 0.33 -3.62
F -3.17 1.57 -3.87
C -2.13 0.05 -2.41
F -1.99 1.00 -1.46
C -2.02 -2.94 0.40
C -3.04 -2.25 1.03
F -2.88 -0.90 1.10
C -4.17 -2.88 1.53
F -5.14 -2.18 2.09
C -4.27 -4.27 1.38
F -5.34 -4.89 1.83
C -3.26 -4.99 0.74
F -3.37 -6.29 0.59
C -2.15 -4.31 0.24
F -1.21 -4.95 -0.45
Se 2.39 -0.70 0.90
C 2.43 -2.05 2.14
N 2.38 -2.82 2.98
```

Calculated values
E_tot: -477345.87411 eV
LUMO energy (spin up / spin down): -8.057 / -8.026 eV
Charge: +2
Maximum force: 1.36 eV/A

In the Mulliken picture, each atom carries the following charge in e:
1. Tc -0.57
2. C -0.91
3. O 0.87
4. C -0.92
5. C -0.42
6. O 0.60
7. C -0.70
8. C -0.63
9. O -0.31
10. C -0.74
11. H 0.30
12. H 0.21
13. H 0.26
14. H 0.32
15. H 0.55
16. H 0.55
17. H -0.07
18. H 0.48
19. H 0.25
20. H 0.35
21. H 0.60
22. H 0.28
23. H 0.15
24. H 0.36
25. Se -0.25
26. Sb 0.56
27. Se 0.15
28. Se 0.06
29. Se -0.25
30. F -0.48
31. C -0.78
32. C 0.87
33. C 0.30
34. F -0.38
35. C 0.24
36. F -0.28
37. C 0.49
38. F -0.26
39. C 0.37
40. F -0.27
41. Ge 0.13
42. S 0.83
43. C -0.15
44. C 0.48
45. F -0.29
46. C 0.16
47. F -0.26
48. C 0.61
49. F -0.26
50. C 0.17
51. F -0.31
52. C 0.01
53. F -0.31
54. C 0.61
55. C 0.19
56. F -0.21
57. C -0.12
58. F -0.27
59. C 0.58
60. F -0.26
61. C 0.10
62. F -0.26
63. C 0.32
64. F -0.28
65. Se 0.09
66. C 0.19
67. N -0.40

(5)
DFT (ωB97M-V with the def2-TZVPD basis set) results for a molecular structure, C9H24FKO9S3 at a distorted geometry.

Structure (XYZ):
```
47
Properties=species:S:1:pos:R:3
K 0.29 2.54 -0.75
F -1.28 1.88 -3.11
O 3.06 -1.39 0.33
S 3.17 -0.36 -0.73
O 2.23 0.72 -1.02
O 4.73 0.26 -0.71
C 5.69 -0.23 0.20
C 6.18 -1.68 -0.22
C 3.29 -1.39 -2.28
H 5.30 -0.27 1.22
H 6.53 0.46 0.20
H 6.90 -2.11 0.48
H 6.66 -1.83 -1.19
H 5.33 -2.36 -0.30
H 3.40 -0.63 -3.05
H 2.36 -1.94 -2.34
H 4.07 -2.15 -2.29
O -0.26 -0.22 -0.71
S -0.79 -1.48 -1.30
O -0.10 -2.73 -1.55
O -2.00 -1.92 -0.21
C -1.62 -2.33 1.08
C -2.15 -3.78 1.28
C -1.79 -1.13 -2.82
H -2.06 -1.56 1.71
H -0.55 -2.23 1.22
H -1.54 -4.58 0.87
H -3.23 -3.85 1.16
H -1.98 -4.09 2.31
H -2.37 -2.05 -2.91
H -1.03 -1.01 -3.59
H -2.43 -0.26 -2.70
O -2.49 3.71 3.69
S -2.18 3.64 2.32
O -1.03 2.87 1.85
O -3.51 3.15 1.44
C -3.90 1.80 1.67
C -3.72 1.03 0.32
C -2.00 5.27 1.66
H -4.97 1.72 1.87
H -3.44 1.33 2.54
H -4.32 1.50 -0.45
H -3.96 -0.03 0.38
H -2.70 0.99 -0.05
H -1.69 5.04 0.63
H -1.16 5.79 2.12
H -2.92 5.85 1.72
```

Calculated values
E_tot: -79695.58480 eV
LUMO energy: -0.126 eV
Maximum force: 3.61 eV/A

In the Mulliken picture, each atom carries the following charge in e:
1. K 0.94
2. F -0.89
3. O -0.59
4. S 0.82
5. O -0.49
6. O -0.29
7. C -0.19
8. C -1.02
9. C -0.74
10. H 0.29
11. H 0.33
12. H 0.36
13. H 0.32
14. H 0.26
15. H 0.33
16. H 0.20
17. H 0.32
18. O -0.21
19. S 0.92
20. O -0.62
21. O -0.29
22. C -0.17
23. C -1.26
24. C -0.91
25. H 0.23
26. H 0.33
27. H 0.30
28. H 0.29
29. H 0.44
30. H 0.36
31. H 0.38
32. H 0.26
33. O -0.59
34. S 1.10
35. O -0.55
36. O -0.25
37. C -0.47
38. C -0.78
39. C -0.87
40. H 0.32
41. H 0.36
42. H 0.36
43. H 0.33
44. H 0.07
45. H 0.26
46. H 0.36
47. H 0.33